Here is C19H25N3O5S as an isolated structure at a distorted geometry from the Open Molecules 2025 dataset. Energies are from wB97M-V/def2-TZVPD.

The geometry in XYZ format:
```
53
Properties=species:S:1:pos:R:3:lowdin_charge:R:1
C 4.946 0.977 1.457 -0.03
O 5.163 0.042 0.319 -0.23
C 5.526 -1.153 0.738 -0.29
C 5.377 -2.237 -0.447 -0.10
C 3.911 -2.759 -0.953 -0.09
N 3.016 -1.498 -0.980 -0.01
C 2.147 -1.045 0.085 -0.84
N 1.715 0.349 -0.381 -0.08
C 2.066 1.143 -1.513 -0.14
H 2.076 0.432 -2.312 0.10
H 3.098 1.662 -1.293 0.15
C 1.149 2.457 -1.800 -0.32
H 1.459 2.451 -2.859 0.12
H 0.214 2.194 -1.562 0.06
O 1.594 3.457 -1.053 -0.14
H 0.864 3.585 -0.103 0.17
C 1.066 0.810 0.885 -0.15
C -0.501 0.952 0.731 -0.24
C -1.087 -0.016 0.407 0.01
C -2.639 -0.042 0.449 0.02
C -3.430 -1.239 0.038 0.12
C -4.873 -1.056 0.171 -0.09
C -5.398 0.215 0.189 -0.30
C -4.700 1.296 0.484 0.08
C -3.254 1.334 0.161 -0.06
N -2.399 2.306 0.565 0.14
C -1.106 2.121 0.686 -0.20
O -0.498 3.545 0.766 -0.20
H -3.023 3.149 0.731 0.22
H -5.111 2.156 0.455 0.06
O -6.739 0.339 0.032 -0.04
C -7.475 -1.020 0.090 -0.10
C -6.756 -2.028 -0.628 -0.31
H -7.334 -3.149 -0.588 0.21
O -5.499 -2.367 -0.209 -0.06
H -6.743 -1.535 -1.659 0.16
H -8.444 -0.796 -0.268 0.10
H -7.432 -1.296 1.533 0.24
H -2.929 -2.157 0.074 0.10
H -0.811 -0.954 0.544 0.06
H 1.331 0.319 1.900 0.09
H 1.275 2.059 1.198 0.18
S 1.663 -1.899 1.240 0.83
H 3.488 -0.866 -1.580 0.08
H 3.787 -3.124 -1.786 0.01
H 3.576 -3.222 -0.011 0.07
H 5.952 -3.222 -0.126 0.14
H 5.948 -1.870 -1.228 0.06
H 6.408 -1.125 1.090 0.04
H 4.543 -1.511 1.599 0.18
H 4.160 0.709 2.047 0.03
H 4.627 1.969 0.875 0.13
H 6.037 1.160 1.800 0.12
```

Output
2S+1: 1
LUMO energy in eV: -0.69
Relative energy (zero: lowest compared OMol25 entry of this formula, charge and spin) in kcal/mol: 449.5
Orbital gap in eV: 7.442
E in Ha: -1677.027820
HOMO in Ha: -0.299